DFT (ωB97M-V/def2-TZVPD) results for C21H15F7IN3PtSb as an isolated structure in a non-equilibrium geometry.

Properties
2S+1 = 2
F_max = 1.94 eV Å⁻¹
Total charge = +2
Energy relative to the best compared isomer or geometry (same formula, charge and spin) = 1.688 eV

CARTESIAN COORDINATES (ANGSTROEM)
Pt 0.20608 0.20286 0.31891
I 0.61871 -2.26274 0.99177
Sb 0.50385 -2.30428 -3.33742
F -1.05005 -1.59135 -4.11712
F 4.22279 0.92815 -4.08194
F 0.13937 -0.97883 -1.86260
F 1.47282 -0.87234 -4.12918
F 0.89379 -3.51072 -4.68162
F -0.52604 -3.46789 -2.29154
F 2.04596 -2.69074 -2.31601
N -1.89423 0.25016 -0.78100
N 1.19571 0.81225 1.97337
N -1.33263 0.14976 1.76565
C 1.72789 0.55872 -0.94597
C -0.93768 0.39012 3.02057
C -3.24872 -0.23177 -2.68801
C 3.11030 1.59231 3.14946
C 2.49532 1.15383 1.99718
C -2.10446 0.28399 -2.09610
C -2.85229 -0.29000 0.01042
C 0.46652 0.84049 3.12115
C 2.36982 1.67066 4.31768
C 2.40792 1.78171 -2.90621
C -4.00654 -0.83623 -0.50608
C 1.03812 1.28787 4.29658
C -4.20257 -0.81934 -1.88447
C -3.50525 -0.40300 2.47677
C 3.45134 0.83005 -3.05176
C -3.10698 -0.20104 3.78716
C -1.81166 0.22087 4.07475
C -2.57952 -0.21173 1.45919
C 1.57341 1.65709 -1.83906
C 3.70209 -0.19689 -2.11185
C 2.85328 -0.31020 -1.05706
H -1.32972 0.72455 -2.70466
H -4.52200 -0.68895 2.25212
H 0.44115 1.33682 5.19505
H -1.51008 0.40760 5.09441
H 2.99287 -1.11453 -0.34826
H 4.15583 1.86310 3.11965
H 3.04554 1.08077 1.07301
H 0.76129 2.36423 -1.71084
H -3.81220 -0.35209 4.59332
H -5.09100 -1.26274 -2.31288
H -4.74490 -1.28302 0.14387
H 2.29489 2.55507 -3.65439
H -3.35277 -0.18922 -3.76199
H 4.51186 -0.89160 -2.29043
H 2.82277 2.01823 5.23640

Forces on atoms 1 to 6 (eV/Å):
-0.7369 1.3184 1.2199
0.1449 0.1448 -0.0742
-0.0888 0.3974 0.1971
-0.0289 -0.0577 -0.0583
0.0011 -0.0058 -0.0201
0.0996 -0.4117 -0.4073

***

DFT (ωB97M-V/def2-TZVPD) results for one molecule with the formula C2H3NO2S in a non-equilibrium geometry.

Properties
Structure (SMILES) = NC(=O)C(=O)S
F_max = 1.37 eV Å⁻¹
Total charge = 0
Energy relative to the best compared isomer or geometry (same formula, charge and spin) = 0.162 eV

CARTESIAN COORDINATES (ANGSTROEM)
S -1.44097 -0.49495 1.10518
O -0.51192 0.36820 -1.76130
O 1.20582 -0.07770 1.22584
N 1.68894 0.48157 -1.21444
C 0.37820 0.24151 -0.95086
C 0.18434 -0.10348 0.57239
H -1.97725 -0.02618 -0.05557
H 2.36172 0.53261 -0.47294
H 1.92199 0.88957 -2.09877

Forces on atoms 1 to 6 (eV/Å):
0.1641 0.3726 -0.3184
-0.2679 -0.3167 0.3111
-1.2308 -0.3223 0.3960
-0.4477 -0.0954 -0.0661
0.4817 0.7395 0.0040
1.2479 0.0885 -0.5555

***

DFT (ωB97M-V/def2-TZVPD) results for C30H50P4SYb as an isolated structure in a non-equilibrium geometry.

Properties
2S+1 = 2
F_max = 2.61 eV Å⁻¹
Total charge = +3
DFT total energy = -4094.396703 hartree

CARTESIAN COORDINATES (ANGSTROEM)
Yb -0.93859 2.84269 -1.08606
S 0.55549 0.81628 -2.24232
P -2.15880 -0.99631 -0.43489
P 0.08951 2.48553 2.18883
P 1.72340 -2.06792 -3.83763
P 1.45092 -1.42312 1.84660
C -2.21413 -4.66916 2.41228
C -0.22426 4.24159 2.68729
C -0.89703 3.35416 -4.04270
C 1.88334 2.43578 2.61775
C 1.36740 -1.67184 3.66461
C -2.07644 -3.38271 2.94072
C -4.48349 2.19827 1.94344
C -4.68438 0.85760 2.25353
C -1.99470 -2.28929 2.08037
C -3.22798 1.53829 -0.02314
C 1.28896 3.48547 -1.49710
C -2.16269 -2.45350 0.68732
C 3.26944 -1.22274 1.66023
C -3.23869 0.19797 0.43320
C -3.36913 -1.53963 -1.70726
C 0.40563 -3.04330 -3.14147
C 0.41923 3.53289 -4.15608
C -4.08125 -0.15174 1.49528
C -3.74045 2.55310 0.80686
C 2.93581 1.73027 -1.47600
C 3.37498 3.84685 -0.37177
C 2.04274 -2.55930 -5.54927
C 3.18560 -2.23107 -2.81708
C 3.80327 2.59077 -0.80771
C -2.19952 -3.76191 0.17298
C 1.34609 -3.19823 1.37874
C -2.26519 -4.86114 1.02847
C 2.10854 4.28650 -0.70276
C -0.62145 1.69619 3.71124
C 1.59781 2.09534 -1.72980
H -1.33347 2.38666 -4.30373
H 1.72277 5.27956 -0.38509
H 3.57693 -1.24211 -2.55351
H 1.86695 -0.85366 4.19221
H 1.83903 -2.62616 3.92327
H 3.79780 -1.85159 2.38867
H 4.05487 4.46718 0.23075
H -2.35260 -5.86515 0.61793
H 2.46324 2.62731 1.69928
H 1.33108 -0.72145 -3.76640
H -1.86466 -1.28639 2.50222
H 0.30750 -3.46747 1.16562
H 0.31918 -1.69869 3.98029
H -0.49635 2.37917 4.57329
H -2.23394 -3.92438 -0.90546
H 1.71617 -3.81586 2.20709
H 0.42292 -2.95825 -2.05650
H -2.03562 -3.22601 4.02469
H 3.54085 -0.17075 1.80819
H 3.55770 -1.50856 0.64131
H 1.12019 -2.96926 -6.00201
H -1.69391 1.47749 3.54148
H -0.55962 -2.69075 -3.50966
H 2.08549 3.20614 3.37924
H 4.84522 2.29556 -0.66433
H -0.92667 4.72313 1.99270
H 0.47769 4.03183 -2.05273
H 2.12524 1.44130 3.02192
H 3.24358 0.74760 -1.81939
H 3.95734 -2.77920 -3.37355
H -3.53829 -0.68654 -2.38114
H 1.94200 -3.38178 0.47803
H -2.26341 -5.52455 3.08633
H -0.07688 0.75952 3.92694
H 2.91710 -2.78374 -1.91145
H 0.54498 -4.09013 -3.43207
H -3.01347 1.73034 -1.09158
H 0.87105 4.53608 -4.24976
H -4.92304 2.97972 2.57672
H 2.41426 -1.70382 -6.13796
H 0.70280 4.82935 2.63305
H -4.30877 -1.81270 -1.20380
H 2.83764 -3.32369 -5.55761
H 1.16929 2.72968 -4.28763
H -2.96630 -2.39046 -2.27389
H -3.59052 3.60159 0.54406
H -1.58815 4.20087 -4.11236
H -4.28451 -1.20152 1.71793
H -5.32802 0.56611 3.08873
H -0.66267 4.29581 3.70296

Forces on atoms 1 to 6 (eV/Å):
-0.8375 -1.2631 0.9608
-1.5189 0.1774 0.1344
-1.8342 -1.4301 1.1858
0.0788 0.4409 0.6290
0.2395 0.1584 -0.6185
0.1513 -0.0564 -0.0675

***

DFT (ωB97M-V/def2-TZVPD) results for one molecule with the formula C2H4N2O2 in a non-equilibrium geometry.

Properties
Structure (SMILES) = O=[N+]([O-])N1CC1
F_max = 4.28 eV Å⁻¹
Total charge = 0
Energy relative to the best compared isomer or geometry (same formula, charge and spin) = 6.559 eV

CARTESIAN COORDINATES (ANGSTROEM)
O -1.44719 -1.17414 1.29350
O -1.82379 0.87737 0.84909
N 0.15639 0.23355 0.66275
N -1.09808 -0.07959 0.92187
C 0.46406 0.73469 -0.62806
C 0.88191 -0.63822 -0.32290
H 0.27982 -1.55640 -0.74192
H 1.12524 1.71437 -0.65590
H -0.33164 0.92054 -1.39298
H 1.79328 -1.03216 0.01455

Forces on atoms 1 to 6 (eV/Å):
0.7469 -0.7042 -0.0733
-1.5057 0.9850 -0.0907
3.5567 -1.6287 -0.7982
-3.0144 0.3325 0.7841
0.8386 3.6667 -2.0363
-2.3846 -2.1626 -0.0234

***

The highest total charge belongs to which entry?
C30H50P4SYb

***

Which value of total charge does entry 4 give?
0

***

Which value of total charge does entry 2 give?
0

***

Among the records above, which one has the lowest F_max?
C2H3NO2S